No. 1
A cluster of 2 separate species, C8H16N3 in total, computed with the ωB97M-V functional and the def2-TZVPD basis.

## Properties
Relative energy (zero: lowest compared OMol25 entry of this formula, charge and spin)   232.95 kJ/mol
Frontier orbital gap   10.377 eV
Spin multiplicity   1
Net charge   +1
Total energy   -478.3664 Ha
F_max   0.06922 Eh/bohr

CARTESIAN COORDINATES (ANGSTROEM)
C  -0.69024  -0.51546  -3.75721
C  -1.96638  -1.90769  -0.15175
C  -0.05544  -0.53394  0.42043
C  0.71543  -1.55044  1.17060
C  2.08905  1.11133  0.57024
C  0.18465  1.60622  2.00964
C  0.12144  1.64088  -0.70550
C  0.54460  0.91282  0.54006
N  -0.06825  -0.61729  -2.76769
N  -2.81800  -2.10497  -1.05068
N  -1.24968  -0.67896  -0.06178
H  -1.31083  -0.48104  -4.63015
H  -1.66698  -2.76192  0.50910
H  1.14055  -0.98867  1.95624
H  1.67803  -1.63348  0.49491
H  0.25420  -2.50366  1.44254
H  2.48125  0.62635  1.44966
H  2.18752  2.18699  0.65215
H  2.63454  0.71768  -0.31664
H  0.95673  1.20602  2.70340
H  0.31417  2.65005  1.87422
H  -0.80408  1.30635  2.35306
H  0.81211  1.17424  -1.40042
H  0.28911  2.69592  -0.58878
H  -0.92309  1.46717  -0.90070
H  -3.04410  -3.07407  -1.17690
H  -1.80631  0.04957  -0.63805

Cartesian forces (eV/Å) of the 3 atoms listed first:
C 1.7 -0.5 2.9
C 0.4 -2.8 0.2
C 0.3 1.8 2.0



No. 2
The ion C4H3N2 with charge +1, computed with the ωB97M-V functional and the def2-TZVPD basis.

## Properties
Relative energy (zero: lowest compared OMol25 entry of this formula, charge and spin)   225.78 kJ/mol
Frontier orbital gap (spin up / spin down)   7.522 / 7.522 eV
Spin multiplicity   1
Net charge   +1
Total energy   -263.2337 Ha
F_max   0.10728 Eh/bohr

CARTESIAN COORDINATES (ANGSTROEM)
C  -3.79454  0.09443  -0.25324
C  -1.63438  -0.41542  0.23072
C  -0.43077  0.11532  0.11599
C  0.70801  0.62997  -0.04192
N  -4.82997  0.09624  0.21086
N  -2.58144  0.27809  -0.33030
H  -1.70456  -1.38244  0.78794
H  1.34281  0.94226  -1.01830
H  1.38001  1.04048  0.74302

Cartesian forces (eV/Å) of the 3 atoms listed first:
C -1.5 -1.3 -0.2
C -3.0 -2.2 0.7
C 3.9 1.6 -1.2